(1)
Computed, not measured: 9 unconnected molecules or ions with the total composition C67H69F2N8O2Si in a non-equilibrium geometry, with ωB97M-V/def2-TZVPD.

lowest unoccupied orbital energy: 1.72 eV
2S+1: 1
energy: -3672.2393 a.u.
net charge: -1

Last column: Löwdin charge in e.
Positions of all 149 atoms, in Å:
C 3.464867 -3.082074 1.602231  -0.181
Si 3.507474 -2.556902 3.411211  0.595
C 4.456798 -3.893190 4.349460  -0.179
C 1.819580 -2.423993 4.221915  -0.213
C 0.673850 -2.027476 3.278994  -0.144
C -0.708568 -2.466792 3.733226  -0.484
F -1.323437 -3.023843 2.551411  -0.020
F -0.606763 -3.591017 4.532812  0.019
C -1.482086 -1.441895 4.452013  -0.180
C -2.903082 -1.904035 4.747411  -0.163
C -4.100492 -1.586303 3.803906  -0.121
C -4.316806 -2.615330 2.700309  -0.199
C -4.219445 -3.984815 2.996181  -0.068
C -4.375800 -4.988304 2.050556  -0.112
C -4.642819 -4.637023 0.729604  -0.113
C -4.779925 -3.291328 0.417865  -0.101
C -4.627123 -2.288858 1.381865  -0.036
O -1.438763 -0.218949 3.604966  0.001
C -1.155093 0.890228 4.260957  -0.510
O -1.061041 1.041585 5.444716  0.111
C -0.830915 2.047632 3.374198  -0.120
C -1.341443 3.311929 3.670076  -0.022
C -1.000546 4.401230 2.869434  -0.086
C -0.145535 4.233846 1.782723  -0.090
C 0.359642 2.963828 1.502336  -0.089
C 0.015586 1.864113 2.283373  -0.008
C 4.534910 -0.974598 3.543360  -0.239
C 4.921345 -0.268110 2.397295  -0.098
C 5.703917 0.883992 2.494005  -0.097
C 6.106864 1.329611 3.744305  -0.107
C 5.722999 0.655915 4.900964  -0.090
C 4.942091 -0.490715 4.792194  -0.094
H 3.107512 -4.108646 1.553138  0.033
H 4.454255 -3.013090 1.159593  0.024
H 2.774245 -2.479811 1.015456  0.021
H 4.409223 -3.667144 5.412692  0.014
H 5.492524 -3.936253 4.019391  0.027
H 4.003931 -4.869038 4.192706  0.025
H 1.911707 -1.635662 4.971597  0.083
H 1.631408 -3.350289 4.756385  0.073
H 0.717934 -0.959018 3.117005  0.091
H 0.847652 -2.487764 2.304900  0.093
H -3.167268 -1.497745 5.729559  0.091
H -2.898107 -2.972376 4.883627  0.075
H -4.097629 -0.583332 3.388576  0.093
H -5.000130 -1.648965 4.422178  0.106
H -3.993044 -4.278503 4.007811  0.099
H -4.271588 -6.030662 2.304801  0.096
H -4.748395 -5.411880 -0.015913  0.088
H -5.007697 -2.988864 -0.595046  0.086
H -4.807029 -1.291319 1.016337  0.066
H -1.974708 3.448696 4.530838  0.112
H -1.405834 5.378580 3.087587  0.094
H 0.118281 5.060370 1.146141  0.070
H 1.027961 2.828186 0.663694  0.084
H 0.393510 0.878708 2.064965  0.101
H 4.627685 -0.612238 1.417444  0.085
H 5.986914 1.403519 1.592555  0.092
H 6.723427 2.214212 3.828800  0.092
H 6.016535 0.994603 5.881656  0.095
H 4.638965 -1.043300 5.669848  0.098
N -5.557159 1.019477 1.044528  0.060
C -5.108039 2.196598 1.466431  -0.137
C -5.037717 3.319473 0.651630  -0.071
C -5.440061 3.209700 -0.667795  -0.089
C -5.904187 1.986424 -1.122456  -0.078
C -5.946605 0.931942 -0.225915  -0.157
H -4.792914 2.239572 2.503115  0.106
H -4.671236 4.254916 1.043925  0.098
H -5.392596 4.064156 -1.331533  0.101
H -6.230126 1.852098 -2.145017  0.097
H -6.313355 -0.042249 -0.535394  0.102
N 0.592057 2.847847 -3.102699  0.046
C 1.283172 2.058621 -3.931074  -0.157
C 1.521340 0.715212 -3.697451  -0.065
C 1.018315 0.150025 -2.535073  -0.068
C 0.299160 0.948778 -1.661724  -0.063
C 0.115096 2.282264 -1.993238  -0.160
H 1.664767 2.533951 -4.828816  0.085
H 2.087615 0.137004 -4.413540  0.069
H 1.182674 -0.897046 -2.313894  0.106
H -0.112930 0.552569 -0.742961  0.105
H -0.443798 2.939264 -1.335581  0.097
N 3.135384 -0.022548 -6.656155  0.054
C 3.330722 -1.319782 -6.882452  -0.153
C 3.887162 -1.821143 -8.048642  -0.076
C 4.258986 -0.924338 -9.036917  -0.081
C 4.061086 0.429542 -8.820229  -0.072
C 3.497941 0.827566 -7.616120  -0.142
H 3.023827 -1.988280 -6.084561  0.104
H 4.024205 -2.886173 -8.176284  0.099
H 4.696135 -1.274676 -9.963332  0.104
H 4.334427 1.160540 -9.569834  0.086
H 3.324794 1.877825 -7.403851  0.100
N -7.011396 -7.447591 4.958818  0.052
C -6.642657 -6.355903 4.288513  -0.144
C -7.475960 -5.666549 3.418095  -0.058
C -8.762571 -6.143083 3.232175  -0.083
C -9.163020 -7.279545 3.918810  -0.088
C -8.252876 -7.889184 4.767081  -0.173
H -5.627855 -6.019973 4.461068  0.092
H -7.119525 -4.785100 2.902458  0.100
H -9.444545 -5.635706 2.561372  0.102
H -10.159275 -7.684741 3.801043  0.094
H -8.527067 -8.778521 5.325500  0.096
N 1.023767 4.613297 -6.989384  0.060
C 0.658233 5.310126 -8.063770  -0.172
C -0.387524 6.218988 -8.075488  -0.080
C -1.098903 6.415928 -6.901730  -0.084
C -0.733904 5.700205 -5.774321  -0.059
C 0.330733 4.815167 -5.867428  -0.137
H 1.241333 5.126044 -8.960680  0.083
H -0.636202 6.757542 -8.980101  0.098
H -1.923576 7.116649 -6.867852  0.103
H -1.259536 5.820242 -4.837305  0.105
H 0.646155 4.238134 -5.009155  0.056
N 3.209947 2.537586 -11.867482  0.053
C 2.316303 3.010523 -11.000664  -0.159
C 0.959640 3.106648 -11.268333  -0.068
C 0.503343 2.690419 -12.508032  -0.078
C 1.419191 2.196876 -13.423316  -0.076
C 2.754771 2.140856 -13.054064  -0.158
H 2.714906 3.325231 -10.041435  0.098
H 0.280251 3.495018 -10.521981  0.092
H -0.548575 2.748869 -12.756489  0.105
H 1.107293 1.860984 -14.402690  0.099
H 3.502637 1.758281 -13.740241  0.101
N 3.768763 -4.725824 8.333691  0.051
C 3.618418 -5.926098 7.777360  -0.167
C 2.464359 -6.686138 7.885844  -0.077
C 1.405385 -6.172012 8.616412  -0.080
C 1.544056 -4.925142 9.202467  -0.070
C 2.741180 -4.246472 9.031189  -0.155
H 4.468365 -6.287423 7.208233  0.100
H 2.396398 -7.651539 7.403447  0.098
H 0.484217 -6.730591 8.720705  0.104
H 0.740954 -4.482753 9.775044  0.101
H 2.886536 -3.264395 9.467440  0.102
N 1.894020 7.544574 0.412081  0.055
C 2.050020 6.448142 -0.327093  -0.169
C 3.261898 5.795627 -0.493438  -0.067
C 4.377990 6.313429 0.141890  -0.081
C 4.235430 7.455299 0.913925  -0.079
C 2.976930 8.028390 1.016316  -0.161
H 1.151957 6.075576 -0.808465  0.100
H 3.323880 4.904861 -1.103603  0.102
H 5.342850 5.833609 0.039116  0.103
H 5.079950 7.892734 1.428624  0.097
H 2.822286 8.919969 1.614537  0.099

Cartesian forces (eV/Å) of the 2 atoms listed first:
-0.3 0.2 0.3
0.2 -0.5 0.1

(2)
Computed, not measured: a molecular structure, C67H77ClF7N11NbO3S in a non-equilibrium geometry, with ωB97M-V/def2-TZVPD.

lowest unoccupied orbital energy: 0.86 eV
2S+1: 1
energy: -5041.1419 a.u.
net charge: -1

Last column: Löwdin charge in e.
Positions of all 168 atoms, in Å:
C 4.756162 4.336460 3.467705  -0.143
C 3.944464 3.369969 4.512945  -0.283
C 3.979915 1.823033 3.971722  -0.318
C 2.855897 1.449544 2.841822  -0.372
Nb 0.716713 1.308184 3.586591  1.517
C 0.111463 0.773183 1.412365  -0.387
O 0.745874 1.772728 0.489248  -0.383
C 1.379561 1.058526 -0.653174  -0.136
C 0.864577 -0.853302 4.231279  -0.776
Cl -0.104744 -2.065466 3.151610  0.438
C 2.361059 -1.476315 4.416629  -0.344
C 2.944078 -1.220166 5.963809  -0.146
S 0.334366 3.788448 3.177683  0.603
O 1.572790 4.519144 2.579104  -0.434
O -0.777254 3.878600 2.060188  -0.450
C -0.148999 4.745552 4.724440  -0.294
F 0.715754 4.421076 5.920817  -0.048
F 0.193688 6.186248 4.415354  -0.038
C -1.750352 4.748588 5.064921  -0.125
F -2.627408 5.235272 3.971404  0.033
F -1.927428 5.739826 6.192254  0.002
C -2.368983 3.337226 5.607379  -0.160
F -3.414844 3.707574 6.634027  0.003
F -3.136175 2.675171 4.505157  0.004
F -1.419511 2.446997 6.309833  0.003
H 4.642769 3.878160 2.394579  0.075
H 4.300374 5.412493 3.551221  0.066
H 5.908333 4.306913 3.775994  0.080
H 4.463185 3.354720 5.587719  0.108
H 2.825882 3.657002 4.696476  0.051
H 3.999620 1.129164 4.912798  0.070
H 5.042475 1.682643 3.445455  0.095
H 3.218642 0.490913 2.229825  0.066
H 2.885799 2.334235 2.040682  0.062
H -1.059267 1.246054 4.081289  -0.072
H 1.241604 1.781748 5.283308  -0.077
H -1.057491 0.797444 1.306643  0.063
H 0.552641 -0.269001 1.062341  0.043
H 1.487088 1.860585 -1.517405  0.073
H 2.469486 0.710145 -0.321548  0.096
H 0.739647 0.175509 -1.076408  0.085
H 0.335159 -0.943707 5.298270  0.048
H 2.228154 -2.662829 4.362437  0.091
H 3.136363 -1.213556 3.583670  0.064
H 2.593739 -2.097933 6.662026  0.063
H 4.121113 -1.166000 5.835453  0.062
H 2.516521 -0.166626 6.276239  0.052
N -2.867276 -1.214790 -0.717949  0.052
C -2.925857 -2.091039 0.308748  -0.147
C -3.977876 -2.154755 1.208383  -0.072
C -5.034106 -1.263788 1.050098  -0.075
C -5.001750 -0.348145 0.003357  -0.072
C -3.908026 -0.363562 -0.847198  -0.141
H -2.076649 -2.763015 0.392144  0.098
H -3.973568 -2.881085 2.013170  0.088
H -5.875643 -1.282839 1.736467  0.104
H -5.808998 0.359734 -0.146729  0.096
H -3.838000 0.329037 -1.681290  0.103
N -6.564093 3.995282 -0.896756  0.037
C -6.460788 3.803168 0.436575  -0.170
C -5.301412 4.031225 1.160444  -0.070
C -4.176333 4.480143 0.476947  -0.057
C -4.250904 4.685569 -0.896863  -0.071
C -5.455846 4.433197 -1.532739  -0.166
H -7.364509 3.449265 0.924122  0.094
H -5.276153 3.862480 2.231024  0.100
H -3.249146 4.668627 1.010283  0.097
H -3.391732 5.034384 -1.458485  0.102
H -5.565476 4.581851 -2.603342  0.094
N 1.780567 3.741024 -3.121954  0.062
C 2.382522 3.554106 -4.316971  -0.146
C 2.620360 4.571241 -5.227473  -0.088
C 2.213457 5.859389 -4.896408  -0.093
C 1.589065 6.083307 -3.673661  -0.080
C 1.398292 5.002657 -2.827663  -0.131
H 2.678522 2.531169 -4.530614  0.103
H 3.110513 4.364015 -6.171964  0.096
H 2.381659 6.682078 -5.585278  0.099
H 1.259692 7.075383 -3.386320  0.099
H 0.918931 5.126824 -1.860656  0.112
N 5.016319 7.716187 5.331438  0.063
C 4.359524 7.074101 6.322245  -0.140
C 4.867365 6.905609 7.600468  -0.076
C 6.127489 7.422911 7.881504  -0.091
C 6.829413 8.087715 6.881277  -0.091
C 6.236757 8.209152 5.634712  -0.155
H 3.381714 6.685595 6.052783  0.106
H 4.294502 6.383333 8.358303  0.101
H 6.558992 7.309255 8.871725  0.099
H 7.813727 8.501756 7.068256  0.095
H 6.742977 8.722633 4.822069  0.098
N 5.602372 -2.012870 2.880556  0.075
C 6.561013 -1.303801 3.515834  -0.143
C 7.835989 -1.784699 3.767470  -0.086
C 8.148532 -3.072900 3.346336  -0.090
C 7.181780 -3.828604 2.691036  -0.082
C 5.935815 -3.259612 2.481924  -0.140
H 6.267659 -0.305646 3.827749  0.088
H 8.567359 -1.169957 4.279764  0.100
H 9.137246 -3.484560 3.526982  0.100
H 7.393794 -4.835881 2.350873  0.098
H 5.148742 -3.807911 1.971831  0.105
N -1.675803 -0.261897 -4.722418  0.063
C -1.868739 -1.055226 -3.645963  -0.155
C -2.367413 -2.345991 -3.719446  -0.077
C -2.692677 -2.855581 -4.972050  -0.086
C -2.506959 -2.062026 -6.099391  -0.095
C -1.998997 -0.784708 -5.925194  -0.175
H -1.603161 -0.611361 -2.690918  0.081
H -2.499418 -2.939355 -2.821811  0.092
H -3.087371 -3.862776 -5.069131  0.099
H -2.751223 -2.429672 -7.089561  0.092
H -1.832602 -0.128032 -6.774546  0.087
N -3.188519 -0.079153 -9.367164  0.060
C -3.178988 0.463268 -10.604516  -0.159
C -4.050010 1.459343 -11.015978  -0.075
C -4.992179 1.926973 -10.105957  -0.079
C -5.028135 1.386710 -8.824576  -0.066
C -4.113270 0.396331 -8.505070  -0.142
H -2.427814 0.062873 -11.279114  0.094
H -3.995420 1.860427 -12.021666  0.101
H -5.692485 2.706091 -10.392659  0.104
H -5.750602 1.729135 -8.092420  0.105
H -4.098786 -0.054290 -7.516616  0.088
N -4.071382 -3.129311 4.978570  0.056
C -4.728177 -3.771397 5.969377  -0.162
C -4.220337 -3.939891 7.247600  -0.091
C -2.960213 -3.422588 7.528637  -0.085
C -2.258289 -2.757784 6.528409  -0.065
C -2.850945 -2.636347 5.281844  -0.151
H -5.705988 -4.159904 5.699915  0.096
H -4.793199 -4.462165 8.005436  0.095
H -2.528710 -3.536244 8.518858  0.101
H -1.273975 -2.343743 6.715390  0.095
H -2.344725 -2.122866 4.469203  0.041
N -2.174158 -3.628959 -13.884752  0.045
C -2.503784 -2.726288 -12.935078  -0.156
C -2.797367 -3.060744 -11.622791  -0.071
C -2.754867 -4.402887 -11.260374  -0.071
C -2.420494 -5.356319 -12.216553  -0.078
C -2.139410 -4.924045 -13.502649  -0.159
H -2.526535 -1.692604 -13.267702  0.093
H -3.053384 -2.293473 -10.900984  0.073
H -2.980162 -4.703514 -10.241297  0.103
H -2.379147 -6.410262 -11.966033  0.083
H -1.869724 -5.629438 -14.283672  0.097
N -3.595893 -8.032908 -9.752941  0.054
C -3.239985 -9.152767 -10.419721  -0.155
C -4.011010 -10.303436 -10.460122  -0.080
C -5.219816 -10.310198 -9.772198  -0.082
C -5.612848 -9.172669 -9.074580  -0.077
C -4.775554 -8.068862 -9.096006  -0.147
H -2.286974 -9.099160 -10.937945  0.100
H -3.676912 -11.173345 -11.014101  0.100
H -5.850569 -11.194361 -9.779753  0.104
H -6.548766 -9.146230 -8.528113  0.101
H -5.039773 -7.155791 -8.569890  0.103
N 4.832125 -3.530807 7.232587  0.060
C 4.175329 -4.172893 8.223393  -0.151
C 4.683169 -4.341387 9.501617  -0.082
C 5.943294 -3.824084 9.782653  -0.087
C 6.645217 -3.159280 8.782426  -0.078
C 6.052561 -3.037844 7.535861  -0.143
H 3.197519 -4.561400 7.953932  0.103
H 4.110308 -4.863662 10.259452  0.098
H 6.374797 -3.937740 10.772875  0.101
H 7.629531 -2.745239 8.969406  0.099
H 6.558781 -2.524362 6.723218  0.095

Cartesian forces (eV/Å) of the 2 atoms listed first:
-0.3 -0.5 0.9
0.2 -1.0 0.3